One molecule with the formula C4H3N5, computed with ωB97M-V/def2-TZVPD.

The geometry in XYZ format:
```
12
Properties=species:S:1:pos:R:3:forces:R:3:lowdin_charge:R:1
C 1.741 -0.254 0.231 0.114 -1.437 -2.554 -0.28
C -1.253 -0.024 -0.085 2.627 4.329 -1.246 -0.36
C -0.852 1.464 -0.189 -1.768 7.219 -3.218 -0.14
C -2.580 -0.171 0.269 -8.071 -5.445 2.016 -0.15
H 2.233 0.521 1.828 -3.992 0.822 -2.208 0.17
H 2.946 -0.555 0.058 -3.679 0.519 0.327 0.17
H 0.928 -1.552 -1.656 1.161 1.994 3.107 0.19
N 1.230 0.525 1.102 5.274 -1.328 2.421 0.04
N 0.802 -0.909 -0.754 -1.013 -0.586 -2.349 -0.03
N -0.607 -0.916 -0.732 2.049 -1.018 1.611 0.08
N -0.979 2.640 -0.644 1.358 -9.237 3.805 0.13
N -3.610 -0.768 0.573 5.940 4.168 -1.711 0.18
```
Positions in Å, forces in eV/Å.

Properties
- SMILES: [H]/N=C/NN=C(C#N)C#N
- Electronic energy: -11640.4025 eV
- Energy relative to the best compared isomer or geometry (same formula, charge and spin): 403.44 kJ/mol
- Total charge: 0
- HOMO level: -9.6649 eV
- Gap between HOMO and LUMO: 8.535 eV